{"formula": "C19H20N2O5", "method": "ωB97M-V/def2-TZVPD", "elements": ["O", "C", "N", "H", "C", "H", "H", "C", "C", "H", "O", "C", "C", "C", "C", "C", "C", "O", "H", "H", "H", "H", "H", "H", "C", "N", "C", "O", "C", "H", "C", "C", "O", "C", "C", "C", "C", "H", "H", "H", "H", "H", "H", "H", "H", "H"], "positions_angstrom": [[-3.336, -2.325, 0.977], [-3.061, -1.545, 0.094], [-2.234, -1.828, -0.932], [-2.045, -1.129, -1.639], [-1.436, -3.028, -0.947], [-1.314, -3.361, -1.979], [-1.957, -3.790, -0.364], [-0.049, -2.788, -0.334], [-0.119, -2.322, 1.124], [-0.622, -3.060, 1.750], [1.175, -2.150, 1.653], [2.020, -1.465, 0.819], [3.191, -0.936, 1.348], [4.058, -0.222, 0.545], [3.765, -0.028, -0.796], [2.613, -0.565, -1.336], [1.736, -1.287, -0.537], [0.600, -1.800, -1.116], [2.374, -0.447, -2.381], [4.438, 0.533, -1.425], [4.963, 0.187, 0.967], [3.393, -1.097, 2.395], [-0.672, -1.374, 1.180], [0.534, -3.722, -0.372], [-3.631, -0.119, 0.038], [-2.579, 0.878, 0.040], [-2.146, 1.510, 1.197], [-2.616, 1.327, 2.285], [-0.993, 2.416, 0.816], [-1.167, 3.415, 1.222], [-0.973, 2.408, -0.715], [-1.927, 1.297, -1.095], [-2.104, 0.815, -2.189], [0.415, 2.176, -1.344], [1.502, 2.770, -0.504], [1.470, 2.615, 0.809], [0.320, 1.878, 1.421], [0.294, 1.984, 2.504], [0.415, 0.813, 1.188], [2.236, 3.007, 1.458], [2.302, 3.292, -1.003], [0.429, 2.577, -2.356], [0.589, 1.098, -1.418], [-1.380, 3.347, -1.103], [-4.247, 0.041, 0.926], [-4.225, 0.003, -0.871]], "energy_ha": -1221.790996, "total_charge": 0, "de_lowest_kcal_mol": 15.02, "smiles": "O=C(CN1C(=O)[C@H]2CC=CC[C@H]2C1=O)NC[C@@H]1COc2ccccc2O1", "e_lumo_ev": 0.718, "multiplicity": 1}

=====

{"formula": "C3H13N4", "method": "ωB97M-V/def2-TZVPD", "elements": ["N", "C", "N", "H", "H", "H", "H", "H", "H", "C", "C", "N", "N", "H", "H", "H", "H", "H", "H", "H"], "positions_angstrom": [[1.304, -0.740, -0.535], [0.764, -1.463, -1.746], [0.564, -2.929, -1.667], [0.844, -1.123, 0.294], [2.293, -1.021, -0.413], [-0.204, -1.033, -2.024], [1.466, -1.310, -2.587], [1.502, -3.296, -1.416], [-0.024, -3.114, -0.865], [-1.260, 1.899, 1.163], [0.040, 1.523, 0.883], [1.000, 2.205, 0.143], [-2.127, 0.858, 1.746], [-1.797, 2.786, 0.893], [0.400, 0.598, 1.379], [1.647, 1.601, -0.356], [0.593, 2.899, -0.431], [-2.843, 0.611, 1.055], [-2.577, 1.062, 2.676], [-1.587, -0.012, 1.806]], "energy_ha": -340.836401, "total_charge": 1, "de_lowest_kcal_mol": 67.19, "e_lumo_ev": -3.738, "multiplicity": 1}

=====

{"formula": "C5H14NO3", "method": "ωB97M-V/def2-TZVPD", "elements": ["C", "C", "C", "C", "O", "N", "C", "O", "H", "H", "H", "H", "H", "H", "H", "H", "H", "H", "H", "H", "H", "H", "O"], "positions_angstrom": [[0.930, 0.376, 0.937], [-0.145, 0.336, -0.297], [0.008, -0.877, -1.199], [1.559, -1.020, -1.703], [2.321, -1.607, -0.856], [-1.457, 0.437, 0.412], [-1.989, 1.805, 0.617], [-2.636, 2.304, -0.560], [0.317, 0.041, 1.763], [1.897, -0.175, 1.008], [1.147, 1.434, 1.089], [-0.093, 1.211, -0.914], [0.016, -1.778, -0.585], [-0.687, -0.826, -1.918], [2.128, 0.058, -1.788], [1.395, -1.592, -2.636], [-1.698, -0.198, 1.118], [-1.117, 2.471, 0.685], [-2.868, 1.965, 1.382], [-2.307, 1.960, -1.336], [1.447, -2.140, 0.822], [1.059, -2.262, 2.403], [0.774, -1.922, 1.557]], "energy_ha": -479.281896, "total_charge": -1, "de_lowest_kcal_mol": 81.34, "e_lumo_ev": 3.634, "multiplicity": 1}

=====

{"formula": "C10H11ClN3O", "method": "ωB97M-V/def2-TZVPD", "elements": ["C", "C", "C", "C", "C", "C", "C", "C", "C", "C", "N", "N", "N", "O", "Cl", "H", "H", "H", "H", "H", "H", "H", "H", "H", "H", "H"], "positions_angstrom": [[0.372, 3.063, 0.648], [-0.491, 1.960, 0.783], [1.617, 2.776, 0.103], [1.084, 0.610, -0.477], [-0.129, 0.721, 0.251], [-1.538, 0.328, -1.878], [-3.011, 0.218, -0.137], [-1.194, -1.011, -1.924], [-0.872, -0.439, 0.673], [1.111, -1.684, 1.354], [1.938, 1.612, -0.493], [-2.711, 0.685, -1.246], [-2.202, -0.469, 0.796], [-0.275, -1.537, 1.102], [-4.644, 0.193, 0.445], [0.270, 4.117, 1.027], [-1.430, 1.951, 1.250], [2.198, 3.690, 0.148], [1.155, -0.254, -1.099], [-0.742, 1.007, -2.252], [-1.890, -1.754, -1.548], [-0.240, -1.334, -2.335], [1.669, -2.036, 0.513], [1.107, -2.420, 2.141], [1.579, -0.724, 1.320], [-2.584, -1.454, 1.005]], "energy_ha": -1086.987056, "total_charge": 1, "de_lowest_kcal_mol": 47.16, "smiles": "C=C/N=C(Cl)\\[NH+]=C(\\OC)c1cccnc1", "e_lumo_ev": -4.992, "multiplicity": 1}